*A*
Here is 2 unconnected molecules or ions with the total composition C6H13N from the OMol25 dataset. Energies are from ωB97M-V/def2-TZVPD.

```
20
C6H13N | the OMol25 dataset | ωB97M-V/def2-TZVPD
C -1.7228 1.9338 0.3343
C -0.8414 0.7959 0.7725
N -0.7113 -0.3927 -0.0701
C -1.2878 -1.5360 -0.3394
C 0.3191 0.4170 -0.0310
C 1.7275 -1.8558 0.6007
C 1.1602 1.0431 -1.0752
H -2.7721 1.7846 0.5913
H -1.3586 2.8397 0.8348
H -1.6229 2.0926 -0.7452
H -0.8580 0.5626 1.8454
H -0.8074 -2.2013 -1.0458
H 0.6868 -2.2029 0.7606
H -2.2924 -1.7107 0.0150
H 1.9031 -0.8024 0.8179
H 2.3837 -2.4251 1.2466
H 1.9802 -2.0033 -0.4546
H 0.5108 1.5498 -1.8029
H 1.7765 0.3167 -1.6151
H 1.8266 1.7943 -0.6397
```

The value obtained for the HOMO-LUMO gap is 7.5 eV. The highest occupied orbital energy is -6.6 eV.

=====

*B*
Here is 2 unconnected molecules or ions with the total composition C6H13N from the OMol25 dataset. Energies are from ωB97M-V/def2-TZVPD.

```
20
C6H13N | the OMol25 dataset | ωB97M-V/def2-TZVPD
C 1.6215 -2.2121 -1.3530
C 2.3671 -1.0859 -1.1976
C 1.9291 0.2621 -1.5162
C 2.5685 1.3723 -1.0300
H 0.6126 -2.1218 -1.7740
H 1.9645 -3.1917 -1.0128
H 3.3759 -1.2140 -0.8737
H 1.0336 0.3901 -2.1844
H 2.1464 2.3266 -1.1982
H 3.5089 1.3498 -0.5083
C -2.4791 -0.6563 1.7146
N -1.3976 0.3217 1.5199
C -1.9227 1.6004 0.9074
H -3.2251 -0.2611 2.3815
H -3.0434 -0.8753 0.7725
H -2.1573 -1.6344 2.0967
H -0.6448 -0.0628 0.9384
H -2.4642 1.4106 -0.0875
H -1.1341 2.3135 0.7883
H -2.6598 1.9683 1.6163
```

As for the SMILES: C=CC=C.CNC. The value obtained for the HOMO-LUMO gap is 9.5 eV. The highest occupied orbital energy is -8.7 eV.

=====

*C*
Here is 2 unconnected molecules or ions with the total composition C6H13N from the OMol25 dataset. Energies are from ωB97M-V/def2-TZVPD.

```
20
C6H13N | the OMol25 dataset | ωB97M-V/def2-TZVPD
C -0.1827 1.6067 0.2865
C 0.4901 0.8162 1.3931
C 0.1388 -0.5093 1.7190
C 0.6271 -1.8691 1.8238
C -0.7718 0.8044 -0.8986
N 0.3218 -0.0297 -1.5050
C -0.3429 -1.0459 -2.3755
H 0.6120 2.2019 -0.1719
H -0.8161 2.3643 0.6540
H 1.8059 2.1986 1.7403
H 1.3247 1.4682 1.6959
H -1.1292 -0.6519 1.7467
H -0.1222 -2.6434 1.8645
H 1.5052 -2.1100 2.4350
H -1.5208 0.1242 -0.5182
H -1.2768 1.5638 -1.6197
H 0.9489 -0.3748 -0.6826
H -1.0531 -0.5660 -3.0623
H -0.9090 -1.6354 -1.6531
H 0.3500 -1.7125 -2.8719
```

The value obtained for the HOMO-LUMO gap is 5.2 eV. The highest occupied orbital energy is -7.1 eV.

=====

Most stable to least stable, the ends of the list are *B* and *C*.